<i>
Formula: C6H13N2S
Source: OMol25
Level of theory: ωB97M-V/def2-TZVPD

Lowest unoccupied orbital energy ... -2.98 eV

Structure (ORCA input):
```
! RIJCOSX wB97M-V def2-TZVPD def2/J DEFGRID3
* xyz 1 1
S -0.649 0.745 -0.569
C -1.919 1.786 -1.307
C -0.813 1.307 1.133
H -1.957 1.565 -2.387
H -1.691 2.857 -1.174
H -2.911 1.581 -0.871
H -0.603 2.387 1.224
H -1.824 1.111 1.527
H -0.082 0.755 1.748
C -3.029 -3.867 -0.445
C -2.915 -5.201 -0.756
C -1.026 -4.159 -1.361
N -1.858 -3.260 -0.828
N -1.662 -5.334 -1.319
C -3.855 -6.340 -0.578
H -3.849 -3.315 0.015
H -0.026 -3.970 -1.752
H -1.636 -2.253 -0.725
H -1.257 -6.222 -1.668
H -4.785 -5.978 -0.109
H -3.412 -7.115 0.070
H -4.106 -6.796 -1.550
*
```

Computed Mulliken charges, given in elementary charges:
1. S -0.091
2. C -0.793
3. C -0.793
4. H 0.294
5. H 0.299
6. H 0.267
7. H 0.299
8. H 0.267
9. H 0.294
10. C -0.417
11. C 0.507
12. C -0.182
13. N 0.053
14. N -0.042
15. C -1.138
16. H 0.379
17. H 0.390
18. H 0.157
19. H 0.273
20. H 0.307
21. H 0.335
22. H 0.335

---

<ii>
Formula: C6H13N2S
Source: OMol25
Level of theory: ωB97M-V/def2-TZVPD

Lowest unoccupied orbital energy (alpha / beta) ... -4.79 / -4.79 eV

Structure (ORCA input):
```
! RIJCOSX wB97M-V def2-TZVPD def2/J DEFGRID3
* xyz 1 1
C 1.352 0.489 0.449
C -0.842 0.034 1.252
C -2.048 -0.665 0.550
C -1.274 -1.639 -0.338
C -0.376 1.905 -0.212
C 3.485 -0.141 -0.433
N 0.030 0.779 0.327
N 2.083 0.234 -0.549
S -3.033 0.305 -0.652
H -1.199 0.853 1.932
H -0.435 -0.869 1.780
H -2.830 -1.171 1.159
H -1.873 -2.579 -0.430
H -0.301 -1.916 -0.067
H -1.242 -1.344 -1.428
H 0.282 2.330 -0.852
H -3.298 1.417 0.132
H -1.307 2.472 -0.030
H 3.459 -1.134 -0.404
H 3.755 0.087 0.527
H 4.008 0.391 -1.178
H 1.605 0.163 -1.533
*
```

Computed Mulliken charges, given in elementary charges:
1. C -0.466
2. C -1.019
3. C 0.193
4. C -1.401
5. C -0.194
6. C -0.865
7. N 0.504
8. N -0.090
9. S -0.200
10. H 0.421
11. H 0.402
12. H 0.470
13. H 0.358
14. H 0.395
15. H 0.338
16. H 0.284
17. H 0.129
18. H 0.265
19. H 0.398
20. H 0.389
21. H 0.333
22. H 0.355

---

What are the relative energies? In eV: <i> 0.000; <ii> 5.109.

---

<i>
Formula: C5H10NP
Source: OMol25
Level of theory: ωB97M-V/def2-TZVPD

Lowest unoccupied orbital energy ... -0.12 eV
Structure (SMILES) ... [H]/P=N\[C@H](C)/C=C\C

Structure (ORCA input):
```
! RIJCOSX wB97M-V def2-TZVPD def2/J DEFGRID3
* xyz 0 1
H -1.227 1.087 2.853
P -0.343 -0.037 3.403
N 0.406 -0.712 2.223
C 0.537 -0.586 0.839
C 2.038 -0.562 0.458
C -0.100 0.672 0.329
C -1.033 0.819 -0.601
C -1.608 -0.299 -1.530
H 0.199 -1.485 0.477
H 2.520 -1.333 0.899
H 2.554 0.251 0.914
H 2.309 -0.664 -0.533
H 0.315 1.371 0.977
H -1.371 1.818 -0.619
H -1.201 -1.198 -1.333
H -1.295 -0.103 -2.508
H -2.592 -0.458 -1.382
*
```

Computed Mulliken charges, given in elementary charges:
1. H 0.023
2. P -0.036
3. N -0.288
4. C 0.377
5. C -1.554
6. C -0.443
7. C -0.365
8. C -1.354
9. H 0.287
10. H 0.480
11. H 0.362
12. H 0.403
13. H 0.564
14. H 0.381
15. H 0.419
16. H 0.348
17. H 0.397

---

<ii>
Formula: C5H10NP
Source: OMol25
Level of theory: ωB97M-V/def2-TZVPD

Lowest unoccupied orbital energy ... 1.03 eV
Structure (SMILES) ... C=CN(P)C(=C)C

Structure (ORCA input):
```
! RIJCOSX wB97M-V def2-TZVPD def2/J DEFGRID3
* xyz 0 1
C -1.618 0.117 1.250
C -0.670 1.072 1.179
N 0.530 0.778 -0.027
P 0.772 2.058 -1.109
C 0.518 -0.492 -0.558
C 0.151 -0.801 -1.814
C 1.213 -1.526 0.276
H -2.428 -0.043 1.834
H -1.592 -0.628 0.343
H -0.867 2.083 1.466
H -0.589 2.600 -1.175
H 0.994 3.009 0.054
H -0.370 -0.126 -2.468
H 0.140 -1.775 -2.134
H 1.267 -2.490 -0.196
H 0.721 -1.641 1.227
H 2.285 -1.330 0.714
*
```

Computed Mulliken charges, given in elementary charges:
1. C -0.689
2. C -0.167
3. N -0.017
4. P -0.202
5. C 0.299
6. C -0.913
7. C -0.997
8. H 0.394
9. H 0.260
10. H 0.415
11. H 0.053
12. H 0.058
13. H 0.279
14. H 0.336
15. H 0.376
16. H 0.263
17. H 0.253

---

What are the relative energies? In eV: <i> 0.000; <ii> 0.868.

---

<i>
Formula: C2H3Br3Si
Source: OMol25
Level of theory: ωB97M-V/def2-TZVPD

Lowest unoccupied orbital energy (alpha / beta) ... -0.69 / -1.60 eV

Structure (ORCA input):
```
! RIJCOSX wB97M-V def2-TZVPD def2/J DEFGRID3
* xyz 0 1
C 0.244 -1.196 -0.393
C -2.927 0.634 0.342
Si 1.406 0.331 -0.388
Br 0.657 -2.828 0.504
Br -1.652 -0.745 0.067
Br -2.294 2.280 0.787
H 1.440 0.881 1.091
H 0.631 1.033 -1.260
H 2.496 -0.389 -0.749
*
```

Computed Mulliken charges, given in elementary charges:
1. C -0.055
2. C -0.316
3. Si 0.460
4. Br -0.102
5. Br 0.329
6. Br -0.065
7. H -0.038
8. H -0.086
9. H -0.128

---

<ii>
Formula: C2H3Br3Si
Source: OMol25
Level of theory: ωB97M-V/def2-TZVPD

Lowest unoccupied orbital energy ... -1.56 eV

Structure (ORCA input):
```
! RIJCOSX wB97M-V def2-TZVPD def2/J DEFGRID3
* xyz 0 1
C -0.565 0.006 -0.072
C -0.901 -1.024 0.662
Si 1.136 0.678 -0.483
Br -2.360 1.344 -0.614
Br -2.595 -1.573 1.316
Br 0.391 -2.395 1.175
H 1.489 0.442 -1.862
H 2.441 0.366 0.335
H 0.963 2.155 -0.459
*
```

Computed Mulliken charges, given in elementary charges:
1. C 0.249
2. C -0.067
3. Si 0.468
4. Br -0.174
5. Br -0.043
6. Br -0.120
7. H -0.107
8. H -0.093
9. H -0.112

---

What are the relative energies? In eV: <i> 5.779; <ii> 0.000.

---

<i>
Formula: C2H6O3
Source: OMol25
Level of theory: ωB97M-V/def2-TZVPD

Lowest unoccupied orbital energy ... 0.61 eV
Structure (SMILES) ... CC(=O)O.O

Structure (ORCA input):
```
! RIJCOSX wB97M-V def2-TZVPD def2/J DEFGRID3
* xyz 0 1
C -0.409 0.629 -0.786
C -1.467 -0.127 -0.030
O -2.646 0.077 -0.049
O -0.937 -1.151 0.698
H -0.038 -0.050 -1.540
H -0.951 1.400 -1.316
H 0.336 1.097 -0.168
H -1.679 -1.533 1.195
O 2.513 -0.055 0.275
H 3.307 0.188 0.766
H 1.971 -0.475 0.955
*
```

Computed Mulliken charges, given in elementary charges:
1. C -0.947
2. C 0.693
3. O -0.542
4. O -0.430
5. H 0.278
6. H 0.303
7. H 0.322
8. H 0.330
9. O -0.626
10. H 0.313
11. H 0.306

---

<ii>
Formula: C2H6O3
Source: OMol25
Level of theory: ωB97M-V/def2-TZVPD

Lowest unoccupied orbital energy ... 0.36 eV
Structure (SMILES) ... O=CO.CO

Structure (ORCA input):
```
! RIJCOSX wB97M-V def2-TZVPD def2/J DEFGRID3
* xyz 0 1
O 3.509 -0.340 -0.179
C 2.469 -0.031 0.384
O 1.609 0.877 -0.067
H 2.112 -0.412 1.383
H 0.660 0.698 0.145
C -1.860 -0.031 -0.598
O -0.996 0.080 0.531
H -1.292 -0.053 -1.510
H -2.595 0.876 -0.662
H -2.421 -0.947 -0.436
H -1.194 -0.718 1.008
*
```

Computed Mulliken charges, given in elementary charges:
1. O -0.485
2. C 0.273
3. O -0.431
4. H 0.221
5. H 0.427
6. C -0.563
7. O -0.526
8. H 0.226
9. H 0.194
10. H 0.335
11. H 0.330

---

What are the relative energies? In eV: <i> 0.000; <ii> 1.143.